(1)
A 6-piece molecular cluster, C24H48O18 overall at a distorted geometry, computed with the ωB97M-V functional and the def2-TZVPD basis.

**Charge**: 0
**E**: -62521.1290 eV
**SMILES string**: CCOC(=O)OC.CCOC(=O)OC.CCOC(=O)OC.CCOC(=O)OC.CCOC(=O)OC.CCOC(=O)OC
**Frontier orbital gap**: 0.4060 hartree
**Strongest force on any atom**: 2.570 eV/Å

XYZ file:
```
90
Properties=species:S:1:pos:R:3:lowdin_charge:R:1
C -5.132 -5.762 -0.214 -0.068
C -4.471 -4.547 0.406 -0.217
O -4.921 -3.377 -0.277 0.026
C -5.012 -2.246 0.444 -0.633
O -4.949 -2.239 1.640 0.130
O -5.277 -1.277 -0.383 0.020
C -5.368 0.040 0.191 -0.003
H -6.211 -5.772 -0.027 0.077
H -4.855 -6.615 0.415 0.078
H -4.983 -5.958 -1.271 0.074
H -3.384 -4.637 0.364 0.126
H -4.738 -4.435 1.456 0.117
H -5.745 0.677 -0.603 0.096
H -4.402 0.334 0.587 0.078
H -6.132 0.038 0.967 0.100
C -0.655 1.312 2.793 -0.060
C -1.921 1.348 1.953 -0.193
O -2.009 0.171 1.129 0.009
C -1.568 0.262 -0.135 -0.618
O -0.962 1.185 -0.608 0.130
O -1.846 -0.886 -0.720 0.007
C -1.365 -1.058 -2.054 -0.021
H -0.629 2.113 3.537 0.067
H 0.264 1.398 2.218 0.080
H -0.556 0.421 3.417 0.087
H -1.844 2.238 1.327 0.117
H -2.881 1.353 2.462 0.123
H -2.029 -0.445 -2.663 0.102
H -1.460 -2.099 -2.350 0.089
H -0.321 -0.779 -2.181 0.091
C -0.896 -8.155 -5.328 -0.057
C -0.155 -6.829 -5.188 -0.221
O -0.848 -5.763 -5.822 0.037
C -1.808 -5.142 -5.150 -0.624
O -2.169 -5.403 -4.037 0.133
O -2.338 -4.248 -5.961 0.007
C -3.379 -3.391 -5.539 -0.036
H -0.221 -9.004 -5.272 0.076
H -1.443 -8.158 -6.271 0.083
H -1.669 -8.163 -4.558 0.075
H 0.812 -6.919 -5.683 0.119
H 0.089 -6.594 -4.152 0.123
H -3.456 -2.657 -6.340 0.095
H -3.263 -2.938 -4.557 0.091
H -4.321 -3.948 -5.575 0.101
C 0.799 5.664 3.251 -0.063
C 0.583 6.862 2.356 -0.200
O 0.998 8.047 3.096 0.030
C 0.689 9.213 2.544 -0.619
O 0.051 9.392 1.555 0.143
O 1.267 10.144 3.316 0.021
C 0.860 11.462 3.071 -0.080
H 0.506 5.936 4.263 0.084
H 1.870 5.461 3.263 0.082
H 0.244 4.854 2.783 0.077
H -0.448 7.100 2.085 0.121
H 1.087 6.793 1.391 0.130
H 0.670 12.031 3.980 0.092
H -0.033 11.661 2.467 0.094
H 1.577 12.019 2.456 0.096
C 3.192 -2.454 3.653 -0.058
C 3.571 -1.189 2.893 -0.194
O 2.642 -0.099 3.105 0.018
C 2.716 0.541 4.282 -0.610
O 3.205 0.091 5.285 0.133
O 2.019 1.652 4.152 -0.023
C 1.753 2.451 5.304 -0.023
H 2.144 -2.711 3.497 0.083
H 3.392 -2.324 4.712 0.070
H 3.748 -3.325 3.301 0.075
H 3.570 -1.283 1.812 0.109
H 4.540 -0.808 3.215 0.125
H 1.038 3.194 4.965 0.073
H 2.644 3.002 5.610 0.100
H 1.432 1.827 6.134 0.102
C 2.607 0.978 -3.918 -0.073
C 4.108 1.139 -3.721 -0.190
O 4.367 0.858 -2.338 0.029
C 5.384 0.094 -1.964 -0.608
O 6.408 -0.071 -2.573 0.136
O 5.075 -0.462 -0.797 0.017
C 5.952 -1.444 -0.309 -0.068
H 2.199 -0.035 -3.902 0.072
H 2.390 1.462 -4.876 0.079
H 1.978 1.444 -3.156 0.078
H 4.356 2.188 -3.881 0.125
H 4.634 0.467 -4.396 0.126
H 5.563 -1.821 0.637 0.075
H 6.967 -1.129 -0.054 0.100
H 6.106 -2.322 -0.938 0.101
```



(2)
C24H48O48S12 as an isolated structure at a distorted geometry, computed with the ωB97M-V functional and the def2-TZVPD basis.

**Charge**: 0
**E**: -253958.7880 eV
**Frontier orbital gap**: 0.3738 hartree
**Strongest force on any atom**: 2.405 eV/Å

XYZ file:
```
132
Properties=species:S:1:pos:R:3:lowdin_charge:R:1
C 6.044 0.571 2.073 -0.119
C 5.397 -0.600 2.779 -0.111
O 4.041 -0.144 3.000 -0.221
S 3.917 1.444 2.897 0.569
O 3.433 1.945 4.128 -0.215
O 3.271 1.760 1.685 -0.208
O 5.471 1.705 2.802 -0.180
H 5.765 0.711 1.029 0.098
H 7.117 0.695 2.177 0.143
H 5.827 -0.749 3.767 0.140
H 5.325 -1.516 2.200 0.122
C 1.974 -2.570 3.691 -0.138
C 1.842 -2.456 2.164 -0.173
O 2.045 -3.772 1.681 -0.179
S 3.206 -4.420 2.530 0.586
O 4.482 -3.924 2.154 -0.229
O 3.019 -5.805 2.638 -0.188
O 2.753 -3.745 3.919 -0.169
H 0.994 -2.613 4.161 0.121
H 2.489 -1.679 4.050 0.111
H 2.455 -1.695 1.684 0.119
H 0.816 -2.153 1.967 0.100
C -2.575 4.451 -1.980 -0.106
C -1.823 5.198 -3.081 -0.117
O -1.756 4.267 -4.204 -0.187
S -2.617 2.956 -3.990 0.570
O -1.819 1.845 -4.381 -0.223
O -3.900 3.104 -4.557 -0.199
O -2.628 3.060 -2.404 -0.236
H -3.614 4.741 -1.843 0.135
H -2.026 4.424 -1.043 0.109
H -0.798 5.490 -2.893 0.110
H -2.414 6.013 -3.492 0.137
C -3.560 -0.721 5.577 -0.135
C -4.269 -0.308 4.282 -0.153
O -3.880 -1.290 3.303 -0.207
S -2.827 -2.338 3.928 0.586
O -1.532 -1.794 3.784 -0.218
O -3.096 -3.642 3.500 -0.169
O -3.418 -2.150 5.394 -0.181
H -4.164 -0.583 6.468 0.136
H -2.551 -0.336 5.706 0.105
H -3.929 0.672 3.954 0.105
H -5.348 -0.376 4.399 0.133
C 0.759 -6.160 -1.875 -0.155
C -0.738 -6.223 -1.637 -0.158
O -0.861 -6.990 -0.432 -0.179
S 0.329 -6.634 0.560 0.586
O 0.818 -7.772 1.244 -0.207
O -0.077 -5.510 1.326 -0.215
O 1.361 -6.190 -0.580 -0.186
H 1.062 -5.208 -2.316 0.124
H 1.168 -6.931 -2.528 0.129
H -1.345 -6.690 -2.408 0.134
H -1.175 -5.234 -1.489 0.097
C -2.886 -1.230 -4.198 -0.139
C -4.245 -1.205 -3.493 -0.108
O -4.641 -2.585 -3.375 -0.179
S -3.600 -3.637 -3.945 0.570
O -4.160 -4.236 -5.104 -0.218
O -3.119 -4.456 -2.910 -0.214
O -2.475 -2.605 -4.348 -0.199
H -2.068 -0.709 -3.710 0.089
H -2.896 -0.811 -5.205 0.136
H -4.961 -0.640 -4.078 0.137
H -4.135 -0.863 -2.468 0.111
C 5.933 0.945 -3.713 -0.126
C 5.513 -0.283 -2.857 -0.161
O 4.621 0.202 -1.875 -0.188
S 4.673 1.795 -1.744 0.580
O 5.709 2.091 -0.819 -0.217
O 3.405 2.366 -1.564 -0.198
O 5.102 2.018 -3.254 -0.179
H 5.628 0.762 -4.738 0.131
H 6.976 1.218 -3.576 0.131
H 6.381 -0.792 -2.441 0.132
H 4.981 -0.981 -3.498 0.107
C 0.704 0.459 -0.602 -0.146
C -0.720 0.839 -0.925 -0.146
O -1.306 -0.384 -1.400 -0.186
S -0.821 -1.531 -0.386 0.583
O -0.707 -2.718 -1.137 -0.193
O -1.509 -1.554 0.846 -0.195
O 0.618 -0.886 -0.128 -0.184
H 1.144 1.174 0.096 0.104
H 1.377 0.515 -1.457 0.106
H -0.805 1.603 -1.692 0.124
H -1.273 1.244 -0.071 0.124
C -3.996 0.496 0.461 -0.168
C -5.445 0.271 0.873 -0.169
O -6.240 0.871 -0.127 -0.156
S -5.448 2.019 -0.904 0.592
O -5.843 3.327 -0.549 -0.204
O -5.431 1.637 -2.263 -0.209
O -4.040 1.765 -0.186 -0.187
H -3.550 -0.315 -0.110 0.108
H -3.430 0.550 1.389 0.108
H -5.634 0.669 1.874 0.122
H -5.650 -0.785 1.056 0.141
C 2.258 -1.532 -4.603 -0.142
C 0.817 -1.380 -4.153 -0.153
O 0.441 -0.077 -4.568 -0.191
S 1.683 0.931 -4.680 0.592
O 1.627 1.746 -3.530 -0.212
O 1.729 1.477 -5.967 -0.178
O 2.788 -0.210 -4.509 -0.205
H 2.398 -1.971 -5.592 0.136
H 2.820 -2.157 -3.909 0.131
H 0.771 -1.496 -3.065 0.115
H 0.099 -2.092 -4.555 0.135
C 0.433 2.957 5.210 -0.150
C 0.573 1.584 5.835 -0.124
O -0.442 0.838 5.124 -0.191
S -0.496 1.322 3.605 0.573
O -1.849 1.602 3.270 -0.220
O 0.257 0.515 2.723 -0.188
O 0.309 2.675 3.813 -0.212
H 1.224 3.684 5.363 0.144
H -0.507 3.386 5.575 0.138
H 0.387 1.719 6.897 0.143
H 1.512 1.091 5.593 0.122
C 0.768 4.176 0.862 -0.120
C -0.500 4.572 1.688 -0.148
O -1.052 5.716 1.049 -0.178
S -0.033 6.302 -0.028 0.588
O 0.905 7.117 0.641 -0.193
O -0.727 6.808 -1.150 -0.208
O 0.615 4.899 -0.378 -0.183
H 0.695 3.130 0.590 0.104
H 1.731 4.438 1.287 0.135
H -0.247 4.763 2.724 0.119
H -1.158 3.708 1.618 0.115
```



(3)
A 8-piece molecular cluster, C24H48O8 overall at a distorted geometry, computed with the ωB97M-V functional and the def2-TZVPD basis.

**Charge**: 0
**E**: -42045.3750 eV
**SMILES string**: CC(C)=O.CC(C)=O.CC(C)=O.CC(C)=O.CC(C)=O.CC(C)=O.CC(C)=O.CC(C)=O
**Frontier orbital gap**: 0.3378 hartree
**Strongest force on any atom**: 1.955 eV/Å

XYZ file:
```
80
Properties=species:S:1:pos:R:3:lowdin_charge:R:1
C -1.853 -2.585 4.528 -0.025
C -1.289 -3.849 3.923 -0.509
C 0.149 -3.756 3.496 -0.024
O -1.937 -4.853 3.765 0.082
H -1.642 -1.760 3.844 0.069
H -1.290 -2.379 5.442 0.088
H -2.912 -2.636 4.765 0.079
H 0.261 -2.991 2.727 0.064
H 0.448 -4.721 3.089 0.089
H 0.813 -3.552 4.338 0.086
C 2.922 -0.988 3.505 -0.017
C 4.161 -1.091 2.645 -0.503
C 4.076 -0.446 1.292 -0.024
O 5.145 -1.683 3.004 0.088
H 2.778 0.054 3.795 0.089
H 3.134 -1.594 4.385 0.084
H 2.049 -1.324 2.949 0.060
H 5.027 -0.677 0.797 0.082
H 4.090 0.647 1.254 0.090
H 3.277 -0.805 0.649 0.054
C -4.352 -0.168 2.003 -0.015
C -5.410 0.861 2.331 -0.501
C -5.672 1.255 3.765 -0.022
O -6.161 1.258 1.466 0.063
H -4.153 -0.803 2.872 0.071
H -3.353 0.256 1.856 0.051
H -4.585 -0.737 1.109 0.093
H -5.955 0.352 4.312 0.087
H -6.504 1.951 3.789 0.083
H -4.781 1.684 4.228 0.083
C 3.514 1.249 -2.689 -0.015
C 3.781 -0.105 -3.299 -0.481
C 5.131 -0.713 -3.036 -0.016
O 2.871 -0.780 -3.734 0.047
H 3.352 1.133 -1.618 0.079
H 2.624 1.678 -3.146 0.081
H 4.352 1.930 -2.854 0.084
H 5.894 -0.343 -3.732 0.091
H 5.125 -1.796 -3.116 0.072
H 5.533 -0.410 -2.066 0.078
C -0.843 3.853 -2.878 -0.044
C -1.639 4.537 -3.948 -0.503
C -1.309 5.992 -4.237 -0.020
O -2.520 3.983 -4.559 0.067
H 0.094 3.503 -3.333 0.089
H -1.306 2.904 -2.606 0.073
H -0.626 4.450 -2.001 0.070
H -1.948 6.589 -3.583 0.089
H -1.456 6.231 -5.284 0.079
H -0.279 6.185 -3.931 0.073
C 0.874 -1.504 -1.107 -0.005
C 0.093 -0.279 -0.695 -0.469
C -0.892 -0.407 0.452 -0.028
O 0.231 0.802 -1.219 0.064
H 1.719 -1.676 -0.440 0.075
H 1.264 -1.341 -2.107 0.064
H 0.173 -2.321 -0.948 0.079
H -0.519 0.161 1.305 0.088
H -1.071 -1.435 0.770 0.071
H -1.840 0.011 0.123 0.063
C 3.520 -4.736 -3.310 -0.019
C 2.235 -4.499 -2.545 -0.500
C 1.036 -4.038 -3.316 -0.032
O 2.199 -4.619 -1.344 0.061
H 4.359 -4.938 -2.648 0.081
H 3.706 -3.880 -3.957 0.073
H 3.394 -5.657 -3.887 0.087
H 0.223 -3.903 -2.601 0.069
H 0.625 -4.727 -4.057 0.088
H 1.139 -3.079 -3.827 0.079
C -3.842 4.412 1.469 -0.015
C -2.834 4.074 0.388 -0.472
C -2.009 2.813 0.592 -0.014
O -2.705 4.782 -0.581 0.075
H -4.360 5.335 1.225 0.083
H -3.404 4.499 2.468 0.083
H -4.573 3.608 1.602 0.068
H -1.291 2.753 -0.218 0.057
H -2.724 1.990 0.557 0.064
H -1.552 2.811 1.582 0.091
```